Arrangement w

One molecule with the formula C3H6N2, computed with ωB97M-V/def2-TZVPD.

Each line ends with the Mulliken charge.
Positions of all 11 atoms, in Å:
1 C -0.91 1.06 -0.14  -0.721
2 C -0.27 -1.32 0.19  -0.809
3 N -0.06 -0.10 -0.37  -0.022
4 C 1.61 -0.01 -0.33  0.058
5 N 2.32 0.87 0.02  -0.420
6 H -0.70 1.82 -0.89  0.263
7 H -0.73 1.46 0.86  0.300
8 H -1.97 0.81 -0.21  0.312
9 H -1.21 -1.83 -0.03  0.333
10 H 0.18 -1.52 1.16  0.366
11 H 1.74 -1.23 -0.28  0.339

**Frontier orbital gap (spin up / spin down)**: 9.32 / 6.38 eV
**HOMO energy (spin up / spin down)**: -9.64 / -7.93 eV
**Net charge**: 0



Arrangement x

One molecule with the formula C3H6N2, computed with ωB97M-V/def2-TZVPD.

Each line ends with the Mulliken charge.
Positions of all 11 atoms, in Å:
1 H 2.17 -0.38 2.62  0.253
2 N 1.18 -0.64 2.32  -0.633
3 N 1.08 -0.22 1.14  -0.068
4 C -0.10 -0.31 0.54  -0.139
5 C -0.51 0.90 -0.57  -0.550
6 C -0.07 -0.45 -0.99  -0.414
7 H -0.94 -0.45 1.16  0.534
8 H 0.09 1.80 -0.62  0.317
9 H -1.60 0.90 -0.56  0.223
10 H -0.85 -1.19 -1.26  0.210
11 H 1.04 -0.80 -1.20  0.266

**SMILES string**: [H]/N=N/C1CC1
**Frontier orbital gap**: 9.81 eV
**HOMO energy**: -8.85 eV
**Net charge**: 0



Verdict on stability: arrangement w comes out at the bottom.



Arrangement w

C3H6N2 as an isolated structure, computed with ωB97M-V/def2-TZVPD.

Each line ends with the Mulliken charge.
Positions of all 11 atoms, in Å:
1 C -0.04 -0.36 -1.01  -0.679
2 C -1.01 -0.21 0.70  -0.222
3 C 0.86 0.65 -0.79  0.411
4 N -0.63 -1.17 1.50  -0.755
5 N 1.72 1.46 -0.56  -0.411
6 H -0.51 -0.86 2.47  0.188
7 H 2.70 1.36 -0.81  0.317
8 H -0.71 -0.20 -1.84  0.300
9 H 0.32 -1.39 -0.94  0.315
10 H -2.06 -0.15 0.39  0.293
11 H -0.63 0.87 0.88  0.241

**Frontier orbital gap (spin up / spin down)**: 7.20 / 7.21 eV
**HOMO energy (spin up / spin down)**: -7.23 / -7.23 eV
**Net charge**: 0



Arrangement x

One molecule with the formula C3H6N2, computed with ωB97M-V/def2-TZVPD.

Each line ends with the Mulliken charge.
Positions of all 11 atoms, in Å:
1 C -0.90 -0.50 -1.12  -0.648
2 N 0.14 0.35 -0.69  -0.334
3 C 0.54 -0.14 0.58  -0.183
4 C 1.32 0.86 1.34  0.140
5 N 1.88 1.67 1.95  -0.367
6 H -0.53 -1.49 -1.40  0.247
7 H -1.46 -0.04 -1.95  0.320
8 H -1.46 -0.78 0.00  0.150
9 H -0.11 1.33 -0.68  0.278
10 H -0.60 -0.59 1.01  0.147
11 H 1.11 -1.07 0.49  0.251

**SMILES string**: CNCC#N
**Frontier orbital gap**: 10.74 eV
**HOMO energy**: -9.93 eV
**Net charge**: 0



Verdict on stability: arrangement w comes out at the bottom.



Arrangement w

A 2-piece molecular cluster, C3H12N2O overall, computed with ωB97M-V/def2-TZVPD.

Each line ends with the Mulliken spin population.
Positions of all 18 atoms, in Å:
1 N -1.13 -2.88 0.85  0.017
2 C -0.41 -2.27 -0.34  0.036
3 C 0.34 -1.12 0.14  0.035
4 C -0.49 0.17 0.51  0.056
5 N 0.54 1.28 0.18  0.787
6 H -0.72 -3.78 1.25  0.000
7 H -1.99 -3.24 0.46  0.001
8 H 0.27 -2.89 -0.96  0.003
9 H -1.20 -1.89 -1.05  -0.001
10 H 0.90 -0.65 -0.73  0.010
11 H 1.14 -1.35 0.95  -0.002
12 H -1.42 0.26 -0.04  0.039
13 H -0.73 0.41 1.60  0.031
14 H 1.48 0.92 -0.05  -0.003
15 H 0.70 1.67 1.06  -0.011
16 H 1.52 5.56 -1.24  0.000
17 H 0.55 4.46 -1.13  0.000
18 O 0.65 5.33 -1.47  0.001

**⟨S²⟩**: 0.7545
**Spin multiplicity**: 2
**Frontier orbital gap (spin up / spin down)**: 10.32 / 4.35 eV
**HOMO energy (spin up / spin down)**: -13.92 / -13.79 eV
**Net charge**: +1



Arrangement x

A 2-piece molecular cluster, C3H12N2O overall, computed with ωB97M-V/def2-TZVPD.

Each line ends with the Mulliken spin population.
Positions of all 18 atoms, in Å:
1 N 0.55 1.86 -0.81  0.034
2 C -0.27 1.62 0.38  -0.003
3 C -0.74 0.20 0.43  0.029
4 N 0.28 -0.83 0.46  0.753
5 C -0.08 -2.09 1.10  0.018
6 H 0.68 2.85 -1.02  -0.001
7 H 0.00 1.58 -1.64  -0.002
8 H 0.46 1.71 1.20  -0.001
9 H -1.02 2.42 0.59  0.004
10 H -1.48 -0.02 1.24  0.043
11 H -1.32 -0.04 -0.49  0.039
12 H 1.18 -0.47 0.78  -0.020
13 H -0.33 -1.84 2.14  0.049
14 H -0.97 -2.45 0.55  0.011
15 H 0.78 -2.76 1.06  0.004
16 H 0.27 -1.06 -1.63  0.003
17 H 1.26 0.02 -1.97  -0.003
18 O 0.76 -0.69 -2.38  0.044

**⟨S²⟩**: 0.7544
**Spin multiplicity**: 2
**Frontier orbital gap (spin up / spin down)**: 11.27 / 5.93 eV
**HOMO energy (spin up / spin down)**: -14.49 / -14.36 eV
**Net charge**: +1



Arrangement y

A 2-piece molecular cluster, C3H12N2O overall, computed with ωB97M-V/def2-TZVPD.

Each line ends with the Mulliken spin population.
Positions of all 18 atoms, in Å:
1 C -1.81 1.08 1.46  0.000
2 N -0.43 1.23 0.88  0.006
3 H -1.63 0.32 2.26  0.000
4 H -2.20 2.00 1.95  0.000
5 H -2.50 0.68 0.70  0.000
6 H -0.11 0.22 0.41  -0.005
7 H 0.19 1.53 1.61  0.000
8 H -0.42 1.98 0.14  0.001
9 C 1.50 -1.74 -0.11  0.002
10 N 0.32 -0.87 -0.47  -0.004
11 C 0.56 0.07 -1.78  0.001
12 O 0.58 -0.57 -2.91  0.859
13 H 1.80 -2.35 -0.97  0.000
14 H 1.09 -2.37 0.68  -0.001
15 H 2.34 -1.14 0.24  0.001
16 H -0.39 -1.51 -0.93  -0.002
17 H 1.44 0.63 -1.46  0.066
18 H -0.31 0.79 -1.69  0.074

**⟨S²⟩**: 0.7544
**Spin multiplicity**: 2
**Frontier orbital gap (spin up / spin down)**: 11.29 / 8.10 eV
**HOMO energy (spin up / spin down)**: -14.58 / -14.36 eV
**Net charge**: +1



Verdict on stability: arrangement w comes out at the bottom.